This record from the OMol25 dataset describes a molecular structure, C34H61F3FeGeNO3SSb2Si. The level of theory is ωB97M-V/def2-TZVPD.

- LUMO level (spin up / spin down) (Ha) = -0.00951 / -0.01131
- charge = 0
- multiplicity = 6
- E_HOMO (spin up / spin down) (eV) = -7.06 / -7.95

Atoms and positions in Å:
Fe (-0.454, -0.304, 0.431)
C (-0.605, 1.625, 3.980)
Sb (0.360, -0.049, 3.074)
C (-0.134, -1.421, 4.567)
C (2.400, 0.602, 3.566)
C (3.408, -0.534, 3.749)
C (3.319, -1.297, 4.895)
C (4.178, -2.333, 5.161)
C (5.168, -2.670, 4.255)
C (5.230, -1.912, 3.113)
C (4.397, -0.847, 2.807)
C (4.407, -0.116, 1.501)
Sb (3.076, -0.924, 0.060)
C (4.358, -2.661, -0.095)
C (3.835, 0.249, -1.598)
H (0.066, 1.933, 4.782)
H (-1.600, 1.385, 4.489)
H (-0.758, 2.438, 3.223)
H (-0.082, -0.910, 5.576)
H (0.542, -2.296, 4.627)
H (-1.178, -1.768, 4.358)
H (2.307, 1.292, 4.389)
H (2.578, 1.184, 2.657)
H (2.661, -0.989, 5.680)
H (4.056, -2.860, 6.107)
H (5.965, -3.430, 4.383)
H (6.009, -2.212, 2.358)
H (5.381, -0.210, 1.044)
H (4.130, 0.898, 1.560)
H (5.384, -2.355, -0.354)
H (4.011, -3.345, -0.888)
H (4.366, -3.151, 0.864)
H (4.937, 0.119, -1.645)
H (3.660, 1.300, -1.456)
H (3.338, -0.012, -2.534)
C (0.115, -0.991, -3.890)
C (-1.168, -0.229, -3.388)
C (-1.654, 0.773, -4.420)
C (-2.246, -1.197, -2.971)
O (-0.711, 0.447, -2.180)
Si (-0.186, 1.987, -1.695)
S (0.625, 1.734, 0.198)
O (-1.417, 3.052, -1.866)
C (-2.649, 3.324, -1.161)
C (-3.518, 4.123, -2.058)
C (-2.314, 4.146, 0.065)
C (-3.248, 1.992, -0.720)
O (0.963, 2.385, -2.785)
C (1.422, 3.672, -3.202)
C (1.276, 4.677, -2.052)
C (2.808, 3.393, -3.681)
C (0.518, 4.140, -4.415)
H (-0.005, -1.505, -4.838)
H (0.330, -1.647, -3.057)
H (0.907, -0.346, -4.050)
H (-1.989, 0.189, -5.265)
H (-0.853, 1.485, -4.609)
H (-2.523, 1.157, -3.967)
H (-2.801, -1.668, -3.829)
H (-2.970, -0.705, -2.340)
H (-1.731, -2.070, -2.535)
H (-2.972, 5.057, -2.363)
H (-4.381, 4.446, -1.512)
H (-3.837, 3.508, -2.962)
H (-2.059, 5.219, -0.051)
H (-1.490, 3.675, 0.599)
H (-3.190, 4.144, 0.718)
H (-3.331, 1.381, -1.587)
H (-4.221, 2.156, -0.276)
H (-2.604, 1.529, 0.029)
H (1.608, 4.254, -1.095)
H (0.265, 4.956, -1.907)
H (1.816, 5.612, -2.253)
H (3.499, 3.192, -2.875)
H (3.247, 4.287, -4.213)
H (2.914, 2.554, -4.375)
H (-0.562, 4.256, -4.102)
H (0.433, 3.336, -5.161)
H (0.851, 5.052, -4.890)
F (1.092, -7.283, -1.609)
C (0.349, -6.844, -0.627)
F (0.588, -7.576, 0.479)
F (-0.967, -7.136, -0.992)
C (0.450, -5.356, -0.322)
C (0.000, -4.896, 0.886)
C (-0.186, -3.500, 1.005)
N (0.107, -2.636, 0.043)
C (0.750, -3.119, -1.036)
C (0.878, -4.441, -1.285)
H (-0.297, -5.577, 1.683)
H (-0.638, -3.062, 1.864)
H (1.084, -2.377, -1.757)
H (1.410, -4.740, -2.210)
C (-4.635, -1.760, 3.048)
Ge (-3.965, -0.435, 1.716)
C (-5.395, -0.373, 0.337)
C (-3.906, 1.255, 2.774)
C (-2.416, -0.971, 0.786)
H (-5.310, -1.140, 3.695)
H (-3.858, -2.215, 3.646)
H (-5.162, -2.561, 2.502)
H (-6.433, -0.314, 0.634)
H (-5.412, -1.350, -0.108)
H (-5.191, 0.380, -0.437)
H (-3.577, 0.985, 3.783)
H (-4.968, 1.566, 2.966)
H (-3.369, 2.094, 2.397)
H (-2.704, -1.972, 0.437)

This record from the OMol25 dataset describes 12 unconnected molecules or ions with the total composition C26H52F4O20. The level of theory is ωB97M-V/def2-TZVPD.

- LUMO level (Ha) = 0.01013
- charge = 0
- SMILES = O=C1OC[C@@H](F)O1.O=C1OC[C@@H](F)O1.O=C1OC[C@@H](F)O1.O=C1OC[C@@H](F)O1.C1CCOC1.C1CCOC1.CO.CO.CO.CO.CO.CO
- E_HOMO (eV) = -9.33

Atoms and positions in Å:
O (1.410, -0.491, 3.415)
C (0.946, -1.213, 4.238)
O (1.015, -2.547, 4.171)
C (0.352, -3.115, 5.268)
C (-0.091, -1.912, 6.116)
F (0.645, -1.868, 7.276)
O (0.284, -0.790, 5.342)
H (-0.509, -3.661, 4.857)
H (0.870, -3.887, 5.837)
H (-1.144, -1.881, 6.387)
O (0.453, 4.670, 1.671)
C (1.481, 4.443, 1.134)
O (2.040, 3.235, 0.962)
C (3.369, 3.419, 0.446)
C (3.313, 4.818, -0.157)
F (2.896, 4.737, -1.461)
O (2.287, 5.401, 0.618)
H (4.013, 3.326, 1.322)
H (3.596, 2.613, -0.245)
H (4.194, 5.447, -0.060)
O (-2.781, 1.087, 1.054)
C (-1.757, 0.549, 0.751)
O (-1.597, -0.708, 0.372)
C (-0.190, -0.921, 0.172)
C (0.381, 0.480, -0.010)
F (0.350, 0.855, -1.312)
O (-0.582, 1.216, 0.748)
H (0.158, -1.502, 1.026)
H (-0.074, -1.572, -0.695)
H (1.390, 0.535, 0.399)
O (-0.280, -1.383, -3.248)
C (-0.264, -0.856, -4.300)
O (0.902, -0.619, -4.972)
C (0.630, 0.322, -6.002)
C (-0.837, 0.068, -6.253)
F (-1.043, -0.909, -7.204)
O (-1.322, -0.412, -5.026)
H (0.868, 1.354, -5.744)
H (1.185, 0.067, -6.905)
H (-1.376, 0.952, -6.603)
C (5.845, 0.911, -1.673)
C (5.115, -0.318, -2.189)
C (3.665, 0.212, -2.224)
O (3.781, 1.588, -2.589)
C (5.117, 2.046, -2.395)
H (6.917, 0.919, -1.858)
H (5.672, 0.970, -0.593)
H (5.143, -1.190, -1.539)
H (5.482, -0.546, -3.191)
H (3.287, 0.195, -1.195)
H (3.029, -0.325, -2.924)
H (5.181, 2.985, -1.844)
H (5.527, 2.190, -3.399)
C (-4.682, -3.051, 2.968)
C (-4.169, -1.807, 3.694)
C (-2.650, -1.834, 3.491)
O (-2.391, -2.897, 2.601)
C (-3.442, -3.892, 2.656)
H (-5.118, -2.772, 2.006)
H (-5.454, -3.645, 3.460)
H (-4.411, -1.710, 4.751)
H (-4.574, -0.931, 3.187)
H (-2.137, -2.053, 4.437)
H (-2.250, -0.893, 3.112)
H (-3.188, -4.550, 3.495)
H (-3.391, -4.393, 1.695)
C (0.096, -4.792, 1.756)
O (-0.317, -3.965, 0.695)
H (1.179, -4.717, 1.893)
H (-0.244, -4.552, 2.768)
H (-0.141, -5.844, 1.573)
H (-1.230, -3.709, 0.888)
C (0.816, 2.950, -3.391)
O (0.270, 4.195, -3.764)
H (0.159, 2.119, -3.652)
H (1.784, 2.787, -3.875)
H (1.044, 2.861, -2.328)
H (0.936, 4.791, -4.103)
C (-2.455, 3.272, -1.470)
O (-2.590, 3.985, -2.694)
H (-1.486, 3.375, -0.979)
H (-3.192, 3.598, -0.730)
H (-2.711, 2.214, -1.618)
H (-1.704, 3.994, -3.079)
C (4.798, 0.130, 2.395)
O (3.541, 0.465, 1.846)
H (4.648, -0.348, 3.367)
H (5.354, -0.622, 1.825)
H (5.431, 1.012, 2.485)
H (2.840, 0.097, 2.405)
C (-5.962, 1.300, -0.491)
O (-5.772, 0.318, 0.501)
H (-6.757, 0.990, -1.169)
H (-6.176, 2.290, -0.081)
H (-5.094, 1.423, -1.152)
H (-5.084, 0.637, 1.097)
C (-3.532, -2.389, -1.195)
O (-4.363, -2.837, -2.259)
H (-3.622, -3.061, -0.331)
H (-2.513, -2.421, -1.579)
H (-3.753, -1.364, -0.890)
H (-5.281, -2.743, -1.988)

This record from the OMol25 dataset describes a molecular structure, C21H35GeN3O4Se4SiTe2W. The level of theory is ωB97M-V/def2-TZVPD.

- LUMO level (spin up / spin down) (Ha) = -0.09190 / -0.09189
- charge = 0
- relative energy (zero: lowest compared OMol25 entry of this formula, charge and spin) (kcal per mole) = 29.7
- E_HOMO (spin up / spin down) (eV) = -7.71 / -7.71

Atoms and positions in Å:
W (-0.099, -0.382, -0.470)
O (-2.678, 0.372, 4.799)
C (-1.439, -0.065, 4.985)
O (-1.034, -0.417, 6.061)
C (-0.556, -0.127, 3.786)
C (0.729, -0.639, 3.790)
N (1.193, -0.568, 2.537)
N (0.285, -0.026, 1.714)
C (-0.786, 0.233, 2.456)
C (-1.996, 0.605, 1.639)
O (-3.040, 0.940, 2.162)
O (-1.727, 0.593, 0.374)
H (-2.883, 0.579, 3.851)
H (1.315, -1.024, 4.608)
H (2.093, -0.845, 2.168)
Se (2.235, 0.129, -1.436)
Te (4.150, -0.461, -0.027)
Te (3.671, -3.068, -0.509)
Se (1.236, -2.572, -0.359)
C (1.148, -1.805, -4.359)
Si (0.192, -0.213, -4.526)
C (1.170, 1.371, -4.652)
C (-1.155, -0.309, -5.802)
Se (-1.091, -0.006, -2.550)
H (0.798, -2.526, -5.100)
H (0.987, -2.239, -3.371)
H (2.224, -1.672, -4.485)
H (0.859, 1.916, -5.547)
H (2.242, 1.184, -4.724)
H (1.001, 2.018, -3.791)
H (-0.793, 0.038, -6.774)
H (-2.006, 0.314, -5.526)
H (-1.504, -1.336, -5.921)
C (0.882, 6.306, 2.631)
C (0.190, 4.958, 2.491)
C (-0.380, 4.728, 1.092)
C (-0.827, 3.276, 0.861)
Ge (0.515, 2.274, -0.192)
C (2.289, 2.803, 0.501)
C (3.233, 3.389, -0.550)
C (4.660, 3.604, -0.043)
C (4.740, 4.407, 1.251)
H (1.263, 6.461, 3.641)
H (0.196, 7.124, 2.402)
H (1.725, 6.382, 1.939)
H (-0.625, 4.877, 3.216)
H (0.887, 4.155, 2.749)
H (0.352, 5.047, 0.339)
H (-1.233, 5.399, 0.961)
H (-1.751, 3.226, 0.286)
H (-1.029, 2.815, 1.828)
H (0.412, 2.861, -1.621)
H (2.751, 1.967, 1.037)
H (2.101, 3.569, 1.254)
H (2.823, 4.347, -0.888)
H (3.262, 2.753, -1.440)
H (5.233, 4.119, -0.819)
H (5.144, 2.630, 0.097)
H (4.200, 5.353, 1.155)
H (5.774, 4.640, 1.506)
H (4.304, 3.866, 2.092)
Se (-1.514, -2.348, 0.474)
C (-3.378, -1.893, 0.248)
C (-4.214, -1.964, 1.352)
C (-5.573, -1.752, 1.170)
N (-6.128, -1.474, -0.006)
C (-5.312, -1.408, -1.056)
C (-3.943, -1.614, -0.985)
H (-3.823, -2.175, 2.338)
H (-6.246, -1.803, 2.019)
H (-5.776, -1.180, -2.009)
H (-3.339, -1.558, -1.881)

Table of largest force on an atom (eV/Å), in record order: 2.7, 2.2, 1.9
Table of M (g/mol), in record order: 1020.988, 760.674, 1249.104